(1)
The following is a DFT calculation (wB97M-V/def2-TZVPD) of a cluster of 2 separate species, C21H23F3N2O2 in total.

The geometry in ORCA input format:
```
! wB97M-V def2-TZVPD RIJCOSX def2/J DEFGRID3
* xyz 0 1
C -4.89420 -0.16366 3.67120
N -3.49156 0.11542 3.35918
C -3.20882 1.45170 2.83402
C -2.56876 -0.80165 3.58964
C -1.14602 -0.57552 3.67576
C -0.57003 0.65800 4.08260
C 0.80294 0.83699 4.04580
C 1.62656 -0.22603 3.68740
C 3.10587 0.01199 3.63803
F 3.82921 -1.13398 3.81068
F 3.48744 0.54644 2.43252
F 3.52142 0.89162 4.60388
C 1.10148 -1.47290 3.34804
C -0.27160 -1.64441 3.35774
H -5.47307 0.74079 3.47765
H -5.27004 -0.98921 3.05102
H -4.98981 -0.45351 4.72786
H -4.05262 1.74911 2.19833
H -3.12708 2.18537 3.65066
H -2.29215 1.46515 2.23404
H -2.94313 -1.82986 3.71092
H -1.19810 1.47528 4.44008
H 1.23862 1.79558 4.31265
H 1.76046 -2.29110 3.07522
H -0.70414 -2.61434 3.10032
C 0.90872 -4.78817 1.14230
C 0.56451 -3.91624 -0.03594
O -0.30998 -2.86364 0.41210
C -0.78479 -2.13342 -0.63326
C -1.43476 -0.89803 -0.16888
N -1.82108 -0.03709 -1.05189
C -2.07254 1.22893 -0.95034
C -2.51382 2.06118 -2.04986
C -2.50180 3.47187 -1.90324
C -2.92177 4.29261 -2.94308
C -3.37138 3.73322 -4.14869
C -3.38295 2.33868 -4.30488
C -2.94631 1.50124 -3.27358
O -0.65170 -2.45495 -1.80022
H 1.67078 -5.50900 0.83050
H 1.29548 -4.21953 1.99598
H 0.03135 -5.35476 1.47738
H 1.46686 -3.45701 -0.46462
H 0.05459 -4.49639 -0.81284
H -1.50151 -0.76540 0.91634
H -1.88158 1.74552 0.00684
H -2.15352 3.89265 -0.95678
H -2.89978 5.37643 -2.81670
H -3.70490 4.38563 -4.95789
H -3.74029 1.90720 -5.24247
H -2.94585 0.41437 -3.38843
*
```

The value obtained for the total energy is -1373.48672 hartree. For the max |F|, the calculation gives 0.0571 Eh/bohr.

(2)
The following is a DFT calculation (wB97M-V/def2-TZVPD) of a structure of composition C24H35CsN4O5Se2.

The geometry in ORCA input format:
```
! wB97M-V def2-TZVPD RIJCOSX def2/J DEFGRID3
* xyz 0 1
Cs -0.22592 2.88030 1.15465
O -1.55336 5.39533 4.94711
C -1.02370 4.80475 3.86834
O -1.47867 3.81554 3.35580
C 0.21439 5.52986 3.39909
O 0.71041 4.87774 2.26803
C 1.89308 5.48638 1.73935
C 2.40261 4.72426 0.47214
O 3.42170 5.20277 -0.02065
O 1.71652 3.72422 0.11822
H -2.34589 4.90508 5.20718
H 0.94134 5.53415 4.22055
H -0.05086 6.57263 3.18840
H 2.69338 5.47856 2.48498
H 1.69715 6.52444 1.45620
C -3.92648 3.79125 -1.93444
N -4.04527 2.37284 -1.67038
C -4.11328 1.36724 -2.61970
C -4.21159 0.20051 -1.95357
N -4.20313 0.49828 -0.60285
C -4.30753 -0.45377 0.48352
C -4.08240 1.83646 -0.42342
Se -3.96804 2.72763 1.16484
H -3.92741 3.95033 -3.00991
H -3.00366 4.17845 -1.50642
H -4.76028 4.32515 -1.48194
H -4.09912 1.57599 -3.67462
H -4.29603 -0.80939 -2.31544
H -4.38861 -1.45566 0.06794
H -5.18497 -0.23152 1.09093
H -3.42908 -0.39311 1.11719
C -2.18789 -3.82291 -0.76987
C -0.95874 -3.95048 -1.66733
C -0.82362 -2.81693 -2.68212
C -0.53423 -1.44717 -2.06450
N 0.70649 -1.42591 -1.31168
C 0.82405 -1.22197 0.03266
Se -0.53744 -0.85392 1.19148
N 2.14782 -1.27648 0.33564
C 2.72809 -1.07979 1.65837
C 2.41968 -2.17212 2.67935
C 2.97915 -3.56349 2.36638
C 2.28586 -4.28725 1.20863
C 2.88739 -1.45844 -0.82988
C 4.25217 -1.54781 -1.05710
C 4.66706 -1.72857 -2.36807
C 3.75173 -1.80733 -3.41632
C 2.38663 -1.71539 -3.18859
C 1.97214 -1.55224 -1.87492
H -2.26311 -4.67772 -0.09589
H -3.10327 -3.78406 -1.36928
H -2.13223 -2.92358 -0.15320
H -1.01187 -4.89358 -2.21604
H -0.05849 -3.99757 -1.04629
H -1.74655 -2.72921 -3.26299
H -0.02429 -3.07255 -3.38128
H -1.32748 -1.15913 -1.37821
H -0.47257 -0.69222 -2.85159
H 2.37712 -0.12226 2.04477
H 3.80573 -1.01408 1.51765
H 1.34228 -2.24164 2.82367
H 2.84970 -1.82665 3.62337
H 2.86055 -4.17238 3.26572
H 4.05459 -3.49589 2.16643
H 1.20516 -4.32078 1.37088
H 2.64958 -5.31302 1.12673
H 2.47490 -3.80157 0.25097
H 4.97277 -1.47151 -0.25418
H 5.72593 -1.80183 -2.58072
H 4.11113 -1.94203 -4.42831
H 1.67879 -1.75529 -4.00549
*
```

The value obtained for the total energy is -6353.80632 hartree. For the max |F|, the calculation gives 0.0955 Eh/bohr.

(3)
The following is a DFT calculation (wB97M-V/def2-TZVPD) of a cluster of 9 separate species, C42H110N8O13 in total.

The geometry in ORCA input format:
```
! wB97M-V def2-TZVPD RIJCOSX def2/J DEFGRID3
* xyz 0 1
C 4.87257 2.37172 -1.77955
O 5.14278 2.56235 -3.20833
C 4.11391 2.91811 -4.09589
C 2.69118 2.19373 -4.12907
C 2.77618 0.72192 -3.96637
N 1.91200 2.54779 -5.34813
H 4.49402 3.30758 -1.36845
H 5.81109 2.26730 -1.23516
H 4.13163 1.60134 -1.56597
H 3.90071 3.98649 -4.13065
H 4.57927 2.82944 -5.07756
H 2.14183 2.46181 -3.22660
H 3.24420 0.43945 -3.02335
H 3.33216 0.22982 -4.76438
H 1.73857 0.38814 -3.95894
H 2.54284 2.23326 -6.07147
H 1.95922 3.53104 -5.57416
C -1.46258 -3.97663 1.10651
O -1.68640 -5.35670 1.34635
C -2.39375 -5.97486 0.26935
C -2.45573 -7.50815 0.38037
C -1.00999 -8.20813 0.39215
N -3.17631 -8.06748 -0.67832
H -1.14423 -3.44251 2.00176
H -2.27263 -3.37479 0.69458
H -0.61585 -3.75925 0.45543
H -3.42036 -5.61314 0.21167
H -1.92145 -5.70844 -0.67618
H -3.13652 -7.76065 1.19330
H -0.57845 -7.83882 1.32247
H -0.39987 -7.94349 -0.47146
H -1.15260 -9.28467 0.48596
H -4.15086 -7.80247 -0.66715
H -3.10870 -9.07163 -0.59340
C -1.24701 2.47154 -2.80623
O -1.74538 2.28456 -1.49413
C -3.16497 1.95231 -1.39081
C -4.19613 3.16070 -1.28431
C -4.06952 3.91214 0.08848
N -5.52686 2.88212 -1.70880
H -1.32953 1.66931 -3.53952
H -0.19101 2.72876 -2.72381
H -1.78184 3.36368 -3.13199
H -3.49602 1.40569 -2.27382
H -3.21841 1.27498 -0.53847
H -3.73625 3.83502 -2.00675
H -4.40202 4.94742 0.01271
H -3.03267 4.20766 0.24881
H -4.44523 3.28059 0.89352
H -5.49924 2.45178 -2.62211
H -6.07440 2.20236 -1.20064
C 3.30296 0.49835 5.36609
O 2.80499 -0.31354 4.34465
C 2.59525 -1.71619 4.71325
C 1.98422 -2.34418 3.44342
C 1.47564 -3.71461 3.62685
N 2.94643 -2.32795 2.32708
H 2.68022 0.82179 6.20016
H 3.55377 1.32253 4.69831
H 4.15844 0.18417 5.96404
H 3.54358 -2.18844 4.96968
H 1.96330 -1.61651 5.59574
H 1.16103 -1.76595 3.02376
H 1.42869 -4.41290 2.79122
H 0.48879 -3.72042 4.08967
H 2.26312 -4.17145 4.22623
H 3.67547 -3.02627 2.35780
H 3.48149 -1.47981 2.44733
C 1.01802 -8.15143 6.18858
O 1.60108 -8.39569 4.87990
C 2.31582 -7.38182 4.20709
C 2.60247 -7.91783 2.82034
N 2.67507 -6.75575 1.93800
C 3.02977 -7.02888 0.49338
C 3.11466 -5.74675 -0.40392
O 1.81461 -5.43098 -0.99593
C 1.74544 -4.13985 -1.64580
H 1.76971 -7.79791 6.89434
H 0.44519 -8.98829 6.58810
H 0.25887 -7.38041 6.32021
H 3.21968 -6.95007 4.63693
H 1.63039 -6.53488 4.17591
H 1.75163 -8.49261 2.45454
H 3.49406 -8.53350 2.70150
H 1.88581 -6.12630 1.90703
H 2.31884 -7.67339 -0.02360
H 4.04901 -7.38625 0.34666
H 3.82484 -5.96132 -1.20247
H 3.61034 -4.98968 0.20374
H 2.63632 -3.79915 -2.17338
H 1.38265 -3.52778 -0.82006
H 1.00257 -4.26118 -2.43417
C 4.40219 6.61040 0.38573
O 3.79045 5.66357 -0.47144
C 2.50679 6.09190 -0.79822
C 1.91958 5.09344 -1.83953
N 0.86684 5.60541 -2.71078
C 1.17968 6.71676 -3.59107
C -0.04197 7.56270 -3.75483
O -0.23444 8.14823 -2.47917
C -1.06841 9.34744 -2.55832
H 4.30711 7.59382 -0.07464
H 5.47486 6.41760 0.36847
H 4.06545 6.47901 1.41405
H 2.66658 7.09327 -1.19803
H 1.85194 6.19026 0.06757
H 1.67326 4.23157 -1.21936
H 2.66586 4.69948 -2.52943
H 0.11498 5.76002 -2.05434
H 1.54945 6.51602 -4.59659
H 2.06288 7.21560 -3.19205
H -0.92110 6.97240 -4.01322
H 0.26565 8.31948 -4.47647
H -1.38679 9.89769 -1.67291
H -2.04375 8.95792 -2.84997
H -0.66689 10.13870 -3.19141
C -3.16661 -2.08911 -2.59072
O -4.00173 -1.43815 -1.68570
C -5.38943 -1.26501 -2.03698
C -6.21621 -2.53720 -2.25050
N -5.92168 -3.34145 -3.41373
C -5.95148 -2.69107 -4.73521
C -7.36954 -2.28495 -5.21986
O -8.02179 -3.51914 -5.48945
C -9.32504 -3.51692 -5.91713
H -3.07866 -1.65288 -3.58574
H -3.50118 -3.12578 -2.62918
H -2.24171 -2.04797 -2.01541
H -5.57863 -0.55429 -2.84144
H -5.87510 -0.87317 -1.14328
H -7.26108 -2.23915 -2.33713
H -6.05644 -3.02087 -1.28684
H -6.79498 -3.84686 -3.45850
H -5.55781 -3.47383 -5.38360
H -5.34883 -1.78616 -4.81299
H -7.29928 -1.79944 -6.19322
H -7.91121 -1.61360 -4.55355
H -9.42492 -4.17257 -6.78215
H -9.72327 -2.52113 -6.11187
H -9.93883 -3.97045 -5.13889
C -0.62148 3.35839 1.34904
O 0.51174 3.91607 2.15534
C 0.25008 5.28832 2.57720
C 1.37480 5.50484 3.58182
N 0.93827 4.97577 4.85014
C 1.93201 5.12224 5.93861
C 3.03815 4.17638 6.06910
O 4.17581 4.67713 5.35656
C 5.52091 4.04487 5.63352
H -1.56279 3.32007 1.89729
H -0.31869 2.35562 1.04761
H -0.77264 4.04061 0.51249
H -0.70261 5.61841 2.99137
H 0.46464 5.91752 1.71339
H 1.57398 6.57535 3.63140
H 2.16109 4.99579 3.02442
H 0.90158 3.98048 4.68240
H 1.37713 5.02650 6.87191
H 2.31800 6.13773 6.02742
H 2.90498 3.19170 5.62104
H 3.29608 4.07884 7.12364
H 5.58694 2.96302 5.51815
H 5.57447 4.11392 6.72001
H 6.34455 4.37700 5.00152
C -0.32664 -0.29828 0.53292
C 1.20205 -0.15133 0.39148
O 1.64769 0.52006 -0.76253
H -0.47784 -0.79595 1.49081
H -0.82726 -0.82553 -0.27918
H -0.95945 0.58526 0.44912
H 1.60729 -1.16294 0.41505
H 1.65621 0.40241 1.21319
H 1.32055 1.42113 -0.71095
*
```

The value obtained for the total energy is -3081.84508 hartree. For the max |F|, the calculation gives 0.0619 Eh/bohr. The SMILES is COC[C@H](C)N.COC[C@H](C)N.COC[C@H](C)N.COC[C@H](C)N.COCCNCCOC.COCCNCCOC.COCCNCCOC.COCCNCCOC.CCO.

Question: Among the records above, which one has the lowest max |F|?
Answer: C21H23F3N2O2

Question: max |F| of number 3 (C42H110N8O13)?
Answer: 0.0619 Eh/bohr

Question: Which of these has the lowest max |F|?
Answer: C21H23F3N2O2